# 1
This record from the Open Molecules 2025 dataset describes an isolated molecule of C6H13NS at a distorted geometry. The level of theory is wB97M-V/def2-TZVPD.

The geometry in XYZ format:
```
21
Properties=species:S:1:pos:R:3:forces:R:3:lowdin_charge:R:1
S 2.26691 -1.24844 -0.32066 1.5 -4.5 -0.3 0.818
N -0.78176 -0.41091 -0.09879 -2.3 -0.4 -1.1 -0.299
C -0.36036 -0.16133 1.22736 1.0 -4.0 0.5 -0.243
C 0.97956 0.54333 1.39511 1.0 1.0 -2.9 -0.154
C 1.77830 0.28502 0.04215 -1.6 5.0 1.4 -0.776
C -2.07723 -1.23225 -0.27673 0.5 1.7 -2.4 -0.056
C 0.88367 0.87735 -1.12259 2.8 1.6 0.8 -0.223
C -0.57147 0.77841 -0.83054 -3.2 2.6 -4.0 -0.303
H -1.01207 0.46577 1.67368 -2.9 1.5 2.2 0.075
H 2.73276 0.85074 0.04659 -0.6 -0.1 0.2 0.094
H -2.02680 -1.17892 -1.59528 -0.9 -1.1 4.2 0.164
H 1.20933 0.18159 -1.91350 -0.6 1.1 -0.5 0.078
H -1.09661 0.80350 -1.88325 0.8 -1.0 1.5 0.129
H -3.10782 -0.89191 0.14741 1.7 0.8 -1.0 0.078
H -1.13434 1.81981 -0.57686 1.4 -2.0 0.9 0.156
H 1.06916 1.65928 1.66764 -1.2 -1.4 -0.9 0.144
H -0.44594 -1.29712 1.53218 0.8 2.4 1.2 0.158
H 1.25506 1.97550 -1.22574 -0.9 -1.8 -0.5 0.140
H -2.08437 -2.17873 0.33239 1.1 0.3 -1.4 0.064
H 1.47960 0.14051 2.18784 1.5 -1.5 2.1 0.060
H 1.04440 -1.78119 -0.40842 -0.1 -0.2 -0.1 -0.104
```
Forces are in eV/Å.

SMILES string   CN1CCC(S)CC1



# 2
This record from the Open Molecules 2025 dataset describes the ion C6H13O with charge -1 at a distorted geometry. The level of theory is wB97M-V/def2-TZVPD.

The geometry in XYZ format:
```
20
Properties=species:S:1:pos:R:3:forces:R:3:lowdin_charge:R:1
O 1.70442 1.29842 -2.09468 -0.9 0.0 -0.3 -0.383
C 0.12331 -1.46897 1.11739 1.8 0.1 0.1 -0.285
C 0.13439 -0.83308 2.55620 1.7 1.6 1.3 -0.156
C -0.03459 1.13363 -0.48986 -0.6 -0.4 -1.5 -0.267
C -1.28071 0.44034 0.01102 -0.6 0.1 1.9 -0.236
C 0.54343 0.65692 -1.80753 1.2 -1.6 -1.0 -0.588
C -1.12223 -1.04887 0.31742 -0.5 -2.1 0.6 -0.276
H -1.46807 0.95079 1.00400 -0.4 -0.5 -0.8 0.101
H 0.62669 0.20098 2.59835 -1.2 -0.8 -0.9 0.064
H 0.93691 -1.21363 3.32169 -1.8 -0.5 -1.3 0.073
H 0.80332 1.10133 0.19405 0.0 0.2 0.5 0.092
H -2.20745 0.56086 -0.61060 1.0 0.1 0.3 0.110
H 0.74260 -0.47103 -1.69002 -0.2 0.3 0.0 0.074
H -0.28636 2.13704 -0.75321 -0.1 1.2 0.5 0.089
H 0.31391 -2.60506 1.24082 -0.9 1.7 -0.5 0.112
H -0.29497 0.60732 -2.63486 0.7 0.6 0.8 0.094
H 0.98382 -1.10168 0.46464 -0.6 -0.4 1.3 0.104
H -0.89946 -0.69590 3.04183 1.5 -0.6 -0.7 0.076
H -1.93420 -1.48735 0.96633 0.0 0.8 -0.8 0.100
H -1.13363 -1.65085 -0.61339 0.0 0.4 0.3 0.100
```
Forces are in eV/Å.

SMILES string   CCCCCC[O-]
Net charge   -1



# 3
This record from the Open Molecules 2025 dataset describes the ion C6H13O with charge -1 at a distorted geometry. The level of theory is wB97M-V/def2-TZVPD.

The geometry in XYZ format:
```
20
Properties=species:S:1:pos:R:3:forces:R:3:lowdin_charge:R:1
O 0.88383 2.23977 -0.04864 -0.2 0.8 0.6 -0.349
C 1.35355 0.06753 -1.16064 0.0 2.3 -0.1 -0.194
C -2.07059 -0.69784 0.56115 1.2 1.2 -0.6 -0.104
C 0.06076 -0.68901 -0.82522 1.2 -0.6 0.4 -0.227
C 0.06786 -0.61006 1.86140 0.5 0.5 -0.2 -0.086
C 1.16476 1.76968 -1.24166 -0.3 -2.5 0.2 -0.522
C -0.57469 -0.25800 0.50580 -1.2 0.5 0.3 -0.441
H -0.68699 -0.47390 -1.59547 0.1 -0.4 -0.1 0.091
H 0.32446 -1.78030 -0.76491 -0.6 0.5 -0.4 0.104
H 1.12094 -0.85235 1.77005 0.3 -0.1 -0.1 0.056
H 0.37219 1.96310 -2.03403 0.3 -0.2 0.0 0.067
H 0.03209 0.26961 2.52132 0.0 -0.2 -0.2 0.075
H -2.45546 -0.32705 -0.39698 -0.6 -0.3 0.3 0.060
H 1.94121 -0.25113 -2.04732 -0.7 -0.3 0.1 0.071
H -0.41299 -1.41983 2.41337 -0.2 -0.2 -0.3 0.052
H -2.51647 -0.11888 1.38134 -0.3 -0.6 -0.1 0.069
H -2.18438 -1.77983 0.64408 -0.2 0.0 0.1 0.061
H 2.02418 0.00320 -0.30730 0.2 -0.1 0.2 0.068
H -0.57693 0.84696 0.42723 0.1 -0.4 0.2 0.102
H 2.13269 2.09832 -1.66359 0.3 0.1 -0.4 0.049
```
Forces are in eV/Å.

SMILES string   CC(C)CCC[O-]
Net charge   -1



# 4
This record from the Open Molecules 2025 dataset describes a cluster of 2 separate species, C6H13O2 in total at a distorted geometry. The level of theory is wB97M-V/def2-TZVPD.

The geometry in XYZ format:
```
21
Properties=species:S:1:pos:R:3:forces:R:3:lowdin_charge:R:1
O 0.88416 -1.14409 2.36903 1.1 -0.7 0.0 -0.105
O -0.97519 0.01803 2.52088 -0.7 0.8 0.3 -0.111
C 0.61811 -0.99581 -2.45905 -3.8 0.1 -0.6 -0.099
C -0.01434 -0.28909 -1.31757 -0.3 -1.2 3.4 -0.451
C 1.10038 1.04571 3.31879 -0.5 -0.7 0.3 -0.060
C -0.44026 1.17637 -1.35742 -0.7 0.4 -1.3 -0.096
C 0.24418 -0.14067 2.70889 -0.1 0.5 -0.4 -0.824
C -1.32767 -1.08013 -0.89095 -0.2 2.2 1.7 -0.070
H 0.71022 -0.35903 -0.46451 -0.7 -0.1 -0.4 0.129
H 1.48187 -0.58868 -2.67873 5.5 1.2 -0.1 0.009
H -0.54389 1.52525 -0.34745 -0.2 0.1 0.6 0.068
H -1.52881 -1.11256 0.22858 0.7 0.2 -1.2 0.086
H 1.96067 0.55378 3.79477 -0.1 0.4 0.0 0.044
H 0.53518 1.66969 4.05129 0.4 -0.4 -0.6 0.053
H 0.19262 -0.50455 -3.32695 -1.4 -1.1 -1.0 0.078
H -2.15237 -0.46355 -1.28595 -0.1 -0.6 0.0 0.052
H 0.08988 1.97621 -1.89234 0.7 -0.6 -0.1 0.066
H 0.58289 -2.08481 -2.38595 0.1 0.4 -0.3 0.091
H 1.45742 1.66148 2.48654 -0.1 0.0 0.1 0.044
H -1.44054 1.20632 -1.82286 0.2 0.2 0.2 0.061
H -1.43451 -2.06988 -1.24905 0.3 -1.1 -0.6 0.036
```
Forces are in eV/Å.

Net charge   -1



# 5
This record from the Open Molecules 2025 dataset describes a cluster of 2 separate species, C6H13O2 in total at a distorted geometry. The level of theory is wB97M-V/def2-TZVPD.

The geometry in XYZ format:
```
21
Properties=species:S:1:pos:R:3:forces:R:3:lowdin_charge:R:1
O 2.20345 1.78563 3.01620 1.1 -0.4 3.8 -0.293
O -0.91397 1.95145 -2.69036 -1.4 -1.6 1.4 -0.088
C 1.04363 -0.19540 0.07705 0.1 2.1 -1.1 -0.262
C -0.42071 -0.33365 -0.14427 0.3 -4.0 -1.7 -0.139
C -2.39083 -1.94211 -0.70489 -0.7 1.3 -0.4 -0.141
C 1.79522 1.55741 1.85156 0.6 2.6 -3.1 -0.694
C -0.93583 -1.47896 -0.69301 -0.7 1.0 0.7 -0.168
C 1.26222 0.20503 1.48233 0.3 -2.1 3.1 -0.280
H 0.31020 0.16900 1.98592 -0.6 -0.4 0.6 0.082
H 2.69989 1.63062 1.06094 -0.9 0.5 0.0 0.086
H 1.71849 -0.97784 -0.17779 -0.2 -1.2 -0.5 0.097
H -0.95327 1.13347 -2.09159 0.4 1.7 -1.3 0.044
H -2.87660 -1.76381 -1.70181 0.4 -0.2 0.6 0.064
H -0.33762 -2.29358 -1.12556 0.5 0.8 0.4 0.093
H -2.38960 -3.03143 -0.56404 -0.3 0.3 0.3 0.054
H -1.01768 0.44677 0.25893 -0.6 0.5 0.3 0.106
H 1.91078 -0.59451 2.05488 -1.0 1.5 -1.0 0.143
H 1.39322 0.62862 -0.56011 0.1 0.3 0.0 0.099
H -3.05730 -1.38686 0.02968 0.9 -0.9 -0.6 0.083
H -0.03409 2.02037 -3.02500 1.0 -0.2 -0.1 0.006
H 0.99039 2.46978 1.66094 0.7 -1.7 -1.3 0.108
```
Forces are in eV/Å.

Net charge   -1



# 6
This record from the Open Molecules 2025 dataset describes a cluster of 2 separate species, C6H13O2 in total at a distorted geometry. The level of theory is wB97M-V/def2-TZVPD.

The geometry in XYZ format:
```
21
Properties=species:S:1:pos:R:3:forces:R:3:lowdin_charge:R:1
O -0.23865 -0.92374 1.80701 -0.2 -2.3 0.7 -0.085
O -0.39310 1.23473 1.59052 0.3 1.7 0.5 -0.095
C 1.88642 0.26057 2.20154 -1.7 0.5 1.3 -0.199
C -0.49759 -1.36536 -2.69861 1.0 -3.3 -0.3 -0.171
C 0.20761 0.20649 1.91318 2.0 0.6 -1.5 -0.757
C 2.71734 0.69683 1.02035 -0.2 1.2 -2.6 -0.178
C -1.33161 -0.41650 -1.92978 -1.6 1.7 0.7 -0.304
C -2.37686 0.33852 -2.86691 -1.9 -0.8 3.7 -0.127
H 2.08486 -0.68521 2.71109 0.3 -0.2 -0.6 0.068
H -2.02300 0.63240 -3.80078 0.7 0.0 -1.8 0.028
H -0.79756 0.48048 -1.66179 0.9 -0.3 1.1 0.080
H 2.10947 1.03457 2.95752 -0.4 -0.2 0.1 0.070
H 0.00900 -2.27366 -2.18559 -0.9 1.7 0.0 0.096
H -2.69639 1.28881 -2.35495 0.5 -0.7 -0.3 0.073
H 0.32586 -0.97592 -3.28590 0.0 0.7 -0.1 0.057
H 2.27436 0.49185 0.00707 -0.1 -0.4 0.9 0.063
H 3.77212 0.36934 0.85093 -0.6 0.1 0.9 0.053
H -1.83574 -0.86944 -0.98491 0.9 0.9 -1.7 0.142
H -3.32804 -0.24228 -2.85164 0.6 0.2 -0.9 0.063
H 2.67707 1.82461 0.97864 0.4 -1.0 0.2 0.070
H -1.14999 -1.88679 -3.39851 -0.1 -0.1 -0.4 0.052
```
Forces are in eV/Å.

Net charge   -1



Respective HOMO values: -8.49, -2.08, -2.17, -3.82, -2.20, -3.86 eV.
Respective relative energy (zero: lowest compared OMol25 entry of this formula, charge and spin) values: 4.036, 1.128, 0.552, 1.510, 4.244, 1.788 eV.
Respective calculated total energy values: -689.2057, -311.5906, -311.6118, -386.9040, -386.8035, -386.8938 a.u..